# C11H20NP

The molecule C11H20NP at a distorted geometry (wB97M-V/def2-TZVPD, OMol25).

XYZ file:
```
33
Properties=species:S:1:pos:R:3
P -3.101 -0.042 -0.264
N -0.077 0.040 0.514
C 1.366 -1.108 -1.124
C 2.179 1.250 1.052
C 0.143 2.342 0.163
C 0.690 1.147 0.673
C -1.606 0.917 -0.473
C 3.108 1.531 -0.143
C -1.160 2.173 -0.324
C -0.849 -2.021 -0.451
C 1.078 -2.120 1.205
C -4.451 1.261 -0.748
C 0.384 -1.296 0.079
H -3.098 -0.661 -1.607
H 1.539 -1.897 -1.972
H 2.797 0.871 -0.843
H -0.478 -3.017 -0.778
H -5.414 0.618 -0.952
H 0.641 3.334 0.256
H 1.068 -3.265 1.043
H -1.163 -1.439 -1.318
H 2.343 -0.914 -0.707
H -4.222 1.926 -1.605
H -1.512 -2.233 0.355
H -1.610 3.023 -0.898
H 4.134 1.377 0.168
H 0.477 -1.945 2.105
H -4.511 1.881 0.183
H 2.121 -1.835 1.331
H 2.590 0.401 1.457
H 2.329 2.055 1.827
H 2.913 2.621 -0.382
H 1.053 -0.155 -1.614
```

The calculation puts the energy above the lowest of the compared OMol25 structures with the same formula, charge and spin at 315.3 kJ/mol. Its total charge is 0. The max |F| is 4.49 eV/Å. The lowest unoccupied orbital energy comes out at 0.90 eV. As for the structure (SMILES): CCC(/C=C\C#[PH]C)=N\C(C)(C)C.